(1)
C6H15NO | the ωB97M-V functional and the def2-TZVPD basis

Geometry as XYZ:
```
23
Properties=species:S:1:pos:R:3
O 1.873 -2.119 -0.091
N -1.349 2.307 0.717
C -0.219 -0.597 -1.959
C -0.144 1.587 0.809
C 2.640 -1.166 0.444
C -1.394 -0.102 -1.123
C -1.590 -0.454 0.315
C -0.377 0.048 1.146
H -2.281 -0.586 -1.681
H 3.684 -1.293 0.197
H -0.032 -1.675 -1.755
H -0.537 0.007 2.244
H 0.383 1.483 -0.098
H 2.365 -0.086 0.123
H 0.470 -0.555 0.856
H 2.571 -1.175 1.548
H -1.283 3.194 1.087
H -1.578 0.964 -1.162
H 0.785 -0.330 -1.441
H 0.424 2.144 1.539
H -0.248 -0.361 -3.025
H -2.291 0.279 0.828
H -1.874 -1.514 0.483
```

Output
- energy relative to the best compared isomer or geometry (same formula, charge and spin) (kcal/mol) = 225.5
- Kohn-Sham gap (eV) = 3.12

These are the Löwdin partial charges, in e, on atoms 1 to 2:
1. O -0.16
2. N 0.20

(2)
C4H11NP2 | the ωB97M-V functional and the def2-TZVPD basis

Geometry as XYZ:
```
18
Properties=species:S:1:pos:R:3
P 2.676 0.335 -1.460
P -0.195 -0.077 0.245
N 2.074 1.171 -0.281
C -1.397 -0.923 1.369
C 2.856 0.059 0.293
C -0.861 1.551 -0.130
C -0.816 -0.931 -1.325
H -1.917 -0.770 -1.373
H 3.802 0.347 0.815
H -2.393 -1.230 1.130
H -0.200 1.981 -0.924
H 2.412 -0.616 0.912
H -0.684 -1.960 -1.130
H -0.339 -0.367 -2.208
H -1.273 -0.298 2.334
H -1.771 1.363 -0.723
H -0.850 -1.829 1.825
H -1.122 2.195 0.631
```

Output
- energy relative to the best compared isomer or geometry (same formula, charge and spin) (kcal/mol) = 70.9
- Kohn-Sham gap (eV) = 7.56
- structure (SMILES) = C1N=P1.CP(C)C

These are the Löwdin partial charges, in e, on atoms 1 to 2:
1. P 0.87
2. P 0.79

(3)
C5H14N2O | the ωB97M-V functional and the def2-TZVPD basis

Geometry as XYZ:
```
22
Properties=species:S:1:pos:R:3
O 0.998 -2.072 1.015
N 0.705 1.225 -0.618
N -0.887 -0.648 1.639
C 1.631 1.129 -1.732
C -0.448 0.337 -0.768
C -1.198 0.325 0.601
C -1.425 0.903 -1.774
C 0.455 -1.060 1.872
H 1.156 1.440 -2.657
H 0.523 -1.511 2.842
H 1.077 -0.172 1.806
H -2.245 0.205 -1.902
H 1.986 0.095 -1.870
H -1.762 1.889 -1.454
H -0.067 -0.669 -0.984
H 1.183 1.072 0.251
H -2.267 0.235 0.382
H -0.972 1.094 -2.753
H -1.524 -1.430 1.623
H 2.493 1.771 -1.560
H 0.501 -2.192 0.222
H -1.167 1.342 1.010
```

Output
- energy relative to the best compared isomer or geometry (same formula, charge and spin) (kcal/mol) = 49.2
- Kohn-Sham gap (eV) = 9.86
- structure (SMILES) = CN[C@H](C)CNCO

These are the Löwdin partial charges, in e, on atoms 1 to 2:
1. O -0.06
2. N -0.10

(4)
C4H8N2O | the ωB97M-V functional and the def2-TZVPD basis

Geometry as XYZ:
```
15
Properties=species:S:1:pos:R:3
O 1.782 -1.118 0.166
N -0.359 1.091 0.409
N -0.236 -2.333 -0.133
C 0.252 0.183 -0.536
C 1.786 0.196 -0.453
C -1.812 1.004 0.478
C 0.447 -1.280 -0.132
H 2.220 0.962 0.195
H -0.197 0.321 -1.525
H -2.191 -0.001 0.717
H 2.309 0.144 -1.412
H -2.168 1.712 1.234
H 0.035 0.924 1.332
H 0.363 -3.113 0.148
H -2.232 1.310 -0.486
```

Output
- energy relative to the best compared isomer or geometry (same formula, charge and spin) (kcal/mol) = 52.8
- Kohn-Sham gap (eV) = 10.26

These are the Löwdin partial charges, in e, on atoms 1 to 2:
1. O 0.00
2. N -0.09

(5)
C16H32CoGeO2PS2Si | the ωB97M-V functional and the def2-TZVPD basis

Geometry as XYZ:
```
56
Properties=species:S:1:pos:R:3
Ge -0.504 -2.156 -2.235
Co 0.134 0.020 0.414
S 0.591 0.409 2.740
S -2.328 1.003 0.669
P -1.351 0.271 2.226
Si 1.179 1.844 -0.668
O -2.156 0.995 3.498
O -1.775 -1.278 2.532
C 4.098 2.123 -0.647
C -0.491 -4.046 -2.835
C 4.535 1.376 -3.271
C -2.957 0.701 5.713
C -3.410 -2.795 3.330
C -0.366 -1.873 -0.375
C 0.222 2.593 -2.165
C 5.625 1.706 -2.471
C 0.919 -1.337 -3.324
C 3.242 1.426 -2.754
C 2.972 1.808 -1.428
C -3.143 -1.635 2.393
C -1.733 0.716 4.819
C -2.173 -1.440 -2.986
C 1.367 3.419 0.414
C 5.396 2.078 -1.150
H -0.843 2.650 -1.909
H -2.290 -0.396 -2.677
H 2.416 1.152 -3.406
H -1.210 -0.243 4.868
H -2.148 -1.489 -4.081
H -1.025 1.482 5.148
H 0.367 3.718 0.755
H -2.668 0.592 6.764
H -3.792 -0.788 2.621
H 1.887 -1.370 -2.814
H -3.618 -0.127 5.445
H -3.339 -1.921 1.357
H 0.300 1.964 -3.064
H 1.007 -1.842 -4.293
H 0.323 -2.628 0.035
H -0.550 -4.086 -3.930
H -3.042 -2.001 -2.626
H -1.338 -4.597 -2.415
H -4.456 -3.109 3.259
H -1.363 -2.111 0.026
H 6.634 1.669 -2.869
H -3.519 1.631 5.599
H 1.955 3.220 1.318
H 6.234 2.335 -0.508
H 0.432 -4.543 -2.517
H -3.198 -2.506 4.364
H -2.771 -3.646 3.078
H 0.582 3.601 -2.422
H 1.824 4.256 -0.135
H 4.693 1.073 -4.302
H 3.951 2.415 0.389
H 0.674 -0.283 -3.496
```

Output
- 2S+1 = 3
- energy relative to the best compared isomer or geometry (same formula, charge and spin) (kcal/mol) = 8.9
- Kohn-Sham gap (alpha / beta) (eV) = 4.73 / 4.68
- charge = -2
- ⟨S²⟩ = 2.035

These are the Löwdin partial charges, in e, on atoms 1 to 2:
1. Ge 0.66
2. Co -0.19

(6)
CHNO3S3 | the ωB97M-V functional and the def2-TZVPD basis

Geometry as XYZ:
```
9
Properties=species:S:1:pos:R:3
S 3.042 -0.167 -0.465
S -3.805 0.749 0.548
S 0.959 -0.842 0.599
O 2.624 -1.461 0.499
O 1.360 0.018 -0.835
O -0.106 -1.746 0.420
N -1.209 1.426 -0.173
C -2.369 1.090 0.040
H -0.497 0.933 -0.632
```

Output
- energy relative to the best compared isomer or geometry (same formula, charge and spin) (kcal/mol) = 49.5
- Kohn-Sham gap (eV) = 8.36

These are the Löwdin partial charges, in e, on atoms 1 to 2:
1. S 0.89
2. S 0.72

(7)
C5H11NO2 | the ωB97M-V functional and the def2-TZVPD basis

Geometry as XYZ:
```
19
Properties=species:S:1:pos:R:3
O -0.022 2.021 -0.595
O 1.717 -1.051 0.074
N -0.561 -0.880 -0.492
C 3.037 -0.628 -0.232
C -1.604 -0.034 0.834
C -2.730 0.583 0.042
C 0.335 1.059 0.029
C 0.717 -0.377 -0.644
H 3.700 -1.228 0.387
H -3.537 0.885 0.720
H -1.277 0.603 1.656
H 3.276 -0.802 -1.289
H -0.517 -1.788 -0.057
H 3.179 0.427 0.007
H 0.685 0.972 1.064
H 1.008 -0.163 -1.681
H -2.382 1.471 -0.491
H -3.128 -0.121 -0.681
H -1.897 -0.950 1.348
```

Output
- energy relative to the best compared isomer or geometry (same formula, charge and spin) (kcal/mol) = 99.9
- Kohn-Sham gap (eV) = 9.59

These are the Löwdin partial charges, in e, on atoms 1 to 2:
1. O 0.07
2. O -0.14

(8)
C5H3N | the ωB97M-V functional and the def2-TZVPD basis

Geometry as XYZ:
```
9
Properties=species:S:1:pos:R:3
N 1.977 -0.033 1.465
C 1.231 1.921 0.100
C -0.453 -1.198 -0.480
C 2.323 -0.927 2.138
C 1.588 0.973 0.747
C -0.939 -1.493 0.570
H 0.919 2.750 -0.460
H -1.364 -1.743 1.496
H -0.012 -0.944 -1.400
```

Output
- energy relative to the best compared isomer or geometry (same formula, charge and spin) (kcal/mol) = 70.0
- Kohn-Sham gap (eV) = 11.30

These are the Löwdin partial charges, in e, on atoms 1 to 2:
1. N -0.05
2. C 0.16

(9)
C6H10O | the ωB97M-V functional and the def2-TZVPD basis

Geometry as XYZ:
```
17
Properties=species:S:1:pos:R:3
O 2.939 0.106 0.339
C -1.028 0.723 -0.534
C 2.385 -0.931 0.028
C -2.000 -0.251 0.113
C 0.410 0.367 -0.738
C 0.915 -0.989 -0.304
C -0.180 1.437 0.438
H -1.507 1.334 -1.297
H -0.022 2.505 0.233
H 2.944 -1.901 -0.001
H 1.087 1.182 -0.305
H 0.411 -1.422 0.578
H -2.393 -0.985 -0.595
H -1.548 -0.787 0.955
H -2.842 0.325 0.512
H -0.172 1.156 1.482
H 0.760 -1.730 -1.107
```

Output
- energy relative to the best compared isomer or geometry (same formula, charge and spin) (kcal/mol) = 75.3
- Kohn-Sham gap (eV) = 9.15
- structure (SMILES) = C[C@H]1C[C@H]1CC=O

These are the Löwdin partial charges, in e, on atoms 1 to 2:
1. O 0.04
2. C -0.36

- Look up the energy relative to the best compared isomer or geometry (same formula, charge and spin) of the fourth one.
  52.8 kcal/mol